Formula: C39H116N8O15
Source: OMol25
Level of theory: wB97M-V/def2-TZVPD

Structure (XYZ):
```
178
Properties=species:S:1:pos:R:3:forces:R:3:mulliken_charge:R:1
C -13.83811 -16.40423 14.22690 0.01 0.84 0.52 -1.21
C -13.43763 -16.94724 15.58984 -0.47 -0.93 -0.20 0.34
C -13.75024 -15.97547 16.72694 -0.92 0.08 -0.06 0.13
O -13.43803 -16.41578 18.06575 -1.20 0.95 -2.47 -0.38
C -12.10946 -16.72625 18.21531 0.50 -0.23 1.12 -0.83
N -14.17397 -18.19381 15.76722 0.57 -0.63 0.36 -0.61
H -14.92771 -16.37616 14.21735 -0.08 0.37 -0.29 -0.32
H -13.49926 -16.94478 13.34310 0.14 -0.45 0.42 0.41
H -13.38493 -15.41455 14.16984 -0.38 0.35 -0.34 0.47
H -12.36391 -17.12238 15.52237 0.18 -0.29 0.36 0.43
H -14.82415 -15.80682 16.80663 -0.11 -0.02 -0.47 -0.38
H -13.32637 -15.02053 16.41624 0.52 0.42 0.75 0.40
H -11.42035 -15.98752 17.80602 0.01 0.37 0.04 0.31
H -11.85526 -17.67870 17.75022 0.13 -0.31 0.26 0.28
H -12.10515 -16.72474 19.30530 1.30 -0.52 0.06 0.33
H -14.07591 -18.47559 16.73215 0.27 -0.31 0.28 0.39
H -15.16173 -17.98972 15.71454 -0.32 0.19 -0.34 0.37
C -23.64091 -17.57097 14.70344 0.35 -0.64 -0.58 -1.59
C -22.32380 -18.39190 14.87303 -1.79 -0.67 0.63 0.45
C -22.56917 -19.94149 14.63334 -0.17 1.90 0.27 -0.98
O -21.42525 -20.62551 15.02116 0.36 -2.12 -0.32 -0.47
C -21.54100 -22.01708 14.66006 0.72 -0.21 -0.56 -0.98
N -21.29272 -17.70500 14.06981 -0.14 -0.62 0.81 -0.05
H -23.43046 -16.51576 14.87762 -0.07 0.00 -0.05 0.43
H -24.50617 -17.84825 15.30557 0.40 -0.28 0.42 0.43
H -23.99149 -17.70231 13.67974 0.12 0.30 -0.23 0.33
H -22.08101 -18.36595 15.93533 0.29 0.09 0.19 0.37
H -22.88459 -20.20056 13.62265 0.14 0.20 -0.36 0.47
H -23.32277 -20.31940 15.32427 -0.73 0.59 -0.07 0.36
H -21.31511 -22.18778 13.60747 0.32 0.46 -0.34 0.32
H -22.51764 -22.49696 14.72332 -0.38 0.56 0.83 0.45
H -20.81080 -22.61627 15.20401 -0.11 0.27 0.30 0.28
H -21.34091 -16.74734 14.38709 -0.33 0.57 -0.37 0.26
H -20.38138 -17.93306 14.44068 0.48 -0.79 -0.17 -0.31
C -23.93028 -15.16051 7.77394 0.33 0.39 0.99 -1.10
C -23.38765 -15.77290 6.53039 -1.37 0.63 -0.84 0.55
C -21.91521 -16.07266 6.69453 0.18 -0.51 -0.60 -0.40
O -21.12056 -14.89688 6.86267 -0.25 0.05 0.04 -0.44
C -19.70452 -15.13301 6.97560 -1.21 -0.74 0.43 -0.36
N -24.26684 -16.93289 6.18221 1.12 -0.24 -0.13 -0.74
H -25.01709 -15.20581 7.84398 0.03 0.38 -0.18 0.41
H -23.52174 -14.15122 7.82417 -0.45 0.18 0.26 0.23
H -23.54529 -15.67976 8.65160 -0.02 -0.16 0.14 0.13
H -23.44243 -15.01055 5.75327 -0.07 0.15 -0.34 0.26
H -21.61233 -16.56282 5.76926 0.39 -0.48 0.01 0.25
H -21.87575 -16.74500 7.55155 0.66 -0.23 0.15 0.04
H -19.59208 -16.02505 7.59179 0.30 -0.24 -0.09 -0.01
H -19.23068 -14.32268 7.52961 -0.21 0.17 -0.37 0.13
H -19.24105 -15.31583 6.00613 0.02 0.14 -0.13 0.46
H -25.24118 -16.67090 6.13628 -0.04 0.49 0.56 0.26
H -24.12225 -17.25452 5.23578 0.60 -0.15 -0.18 0.24
C -16.62625 -14.12043 18.72682 1.39 -0.75 -0.82 -1.07
C -16.79219 -12.79028 17.97652 0.45 -1.45 0.84 0.61
C -17.07381 -12.93300 16.48793 0.61 0.27 -1.03 -0.66
O -16.04267 -13.63570 15.76297 0.34 0.11 0.65 -0.14
C -16.03922 -13.45819 14.34442 -0.51 0.06 0.55 -0.79
N -17.90558 -12.12224 18.60159 -1.07 0.76 -0.17 -0.83
H -16.74851 -14.00661 19.80395 -0.10 0.10 -0.06 0.44
H -15.62380 -14.51656 18.56474 0.25 -0.02 0.13 0.12
H -17.24504 -14.93993 18.36128 -0.56 0.23 0.00 0.15
H -15.88157 -12.21776 18.15286 0.00 0.22 -0.28 0.24
H -17.18595 -11.93097 16.07388 0.06 0.23 -0.06 0.36
H -18.03383 -13.41841 16.31233 -0.27 -0.34 0.15 0.17
H -15.26170 -14.05448 13.86690 -0.03 -0.20 0.49 -0.12
H -15.83212 -12.42580 14.06272 -0.29 0.23 0.08 0.47
H -17.00576 -13.78964 13.96488 -0.10 0.20 -0.41 0.47
H -18.65775 -12.79444 18.55158 -0.65 0.02 -0.33 0.30
H -17.76896 -12.11355 19.60226 0.43 0.41 0.19 0.30
C -13.15218 -11.89118 5.93693 -0.20 -0.49 0.17 -1.80
C -13.86932 -12.98399 6.77329 0.65 -1.09 -1.32 0.62
C -14.32848 -14.17399 5.85262 -0.37 0.57 0.47 0.64
O -15.08836 -13.69309 4.78225 -1.34 -0.71 -0.74 -0.44
C -15.75889 -14.78454 4.10289 0.42 1.74 -0.72 -0.51
N -12.93343 -13.48283 7.77442 0.38 0.55 0.31 -0.56
H -12.65413 -11.19681 6.61361 -0.13 0.10 -0.03 0.46
H -13.80515 -11.36163 5.24317 -0.23 -0.01 0.31 0.34
H -12.39027 -12.33300 5.29475 0.19 -0.23 0.10 0.37
H -14.74096 -12.54283 7.25672 -0.05 -0.15 -0.02 0.15
H -14.94003 -14.89617 6.39350 -0.16 0.02 0.70 -0.60
H -13.53157 -14.79547 5.44422 0.86 0.29 0.15 0.03
H -16.30231 -14.33227 3.27329 0.05 0.17 -0.04 0.39
H -16.53010 -15.30364 4.67198 0.43 -0.21 0.56 0.06
H -15.00260 -15.41680 3.63774 -0.08 -0.52 0.31 0.23
H -13.20278 -14.30590 8.29413 -0.56 -0.08 -0.21 0.08
H -12.03617 -13.67583 7.35276 0.09 0.05 -0.09 0.29
C -11.36811 -20.20925 7.62244 -0.01 -0.06 -0.65 -1.63
C -12.21220 -18.95582 7.78566 0.34 -0.93 -0.12 0.79
C -13.07674 -18.62214 6.58642 0.11 0.17 -1.29 -0.27
O -12.25700 -18.54796 5.36429 -0.74 0.45 1.04 -0.42
C -12.97128 -17.91419 4.32002 -1.12 -0.03 0.10 -0.05
N -13.11337 -19.19301 8.90603 -0.40 0.89 -0.28 -0.38
H -10.54883 -19.99983 6.93468 0.08 -0.39 0.11 0.36
H -11.99623 -21.01656 7.24586 -0.13 0.15 -0.58 0.41
H -11.03588 -20.68139 8.54700 0.43 0.73 0.32 0.41
H -11.67143 -18.03090 7.98615 0.79 -0.18 -0.09 0.33
H -13.63769 -17.71400 6.80708 0.64 1.05 -0.19 -0.03
H -13.96628 -19.23953 6.46133 0.39 -1.24 -0.28 0.25
H -12.49241 -17.81636 3.34575 0.84 -0.44 0.43 0.40
H -13.31225 -16.90996 4.57178 0.17 0.21 0.38 -0.21
H -13.88675 -18.47411 4.12896 -0.30 -0.21 -0.10 0.18
H -13.53330 -18.27446 8.91156 -1.02 0.18 1.03 -0.23
H -12.56852 -19.26782 9.75317 0.12 0.02 0.21 0.30
C -18.30706 -16.34042 12.34833 1.21 -0.86 0.06 -1.14
C -18.02709 -15.91143 10.90180 -1.62 0.54 2.07 0.90
C -17.57083 -17.04874 9.98473 -0.60 0.97 0.40 -0.23
O -17.25987 -16.38003 8.75433 0.48 -0.23 0.31 -0.04
C -16.98607 -17.22421 7.65506 0.02 -1.04 0.43 -0.62
N -19.26290 -15.28230 10.42013 0.05 -0.08 -1.77 0.08
H -17.34408 -16.60494 12.78511 0.08 -0.35 0.29 0.01
H -18.96354 -17.20902 12.39985 -0.02 -0.14 -0.15 -0.01
H -18.71728 -15.61487 13.05075 -0.12 0.55 -0.74 0.53
H -17.32737 -15.07749 10.95685 0.60 -0.32 -0.30 -0.77
H -18.39605 -17.75275 9.87769 -0.37 -0.05 -0.35 0.38
H -16.78496 -17.65162 10.43976 0.77 0.23 -0.29 0.13
H -16.22746 -17.95649 7.93144 0.54 0.06 -0.05 0.08
H -16.64281 -16.65041 6.79424 -0.26 0.06 0.16 -0.15
H -17.83273 -17.87257 7.42943 -0.40 0.31 -0.37 0.52
H -19.22232 -15.56552 9.45151 -0.29 0.92 -0.73 -0.32
H -20.13124 -15.73288 10.67128 0.00 -0.64 1.03 0.56
C -17.88996 -21.55428 16.14874 0.61 0.97 -0.42 -1.55
C -17.68792 -20.82486 14.80567 -0.73 -1.41 -0.55 0.85
C -17.64818 -21.82503 13.59980 1.38 -0.74 -0.28 -1.12
O -17.63662 -21.28627 12.26110 -1.42 -0.16 0.79 -0.39
C -16.70824 -20.28108 12.03982 0.50 1.04 -0.29 0.33
N -18.79224 -19.89071 14.59894 0.49 0.14 -0.77 -0.18
H -17.15614 -22.35552 16.23607 -0.25 -0.09 0.32 0.48
H -18.92139 -21.85955 16.32499 0.06 -0.48 -0.47 0.14
H -17.74444 -20.80137 16.92337 0.40 -0.11 0.20 0.33
H -16.75171 -20.26728 14.77938 0.18 -0.08 0.28 0.27
H -18.39863 -22.61505 13.62803 -0.77 0.56 0.01 0.28
H -16.75676 -22.45230 13.59569 0.64 0.16 0.73 0.52
H -16.94828 -19.35606 12.56407 -0.02 0.15 0.48 -0.16
H -16.73652 -19.97839 10.99307 -0.06 -0.46 -0.17 -0.39
H -15.68090 -20.55344 12.28160 0.13 -0.25 0.13 0.43
H -19.67541 -20.32064 14.83408 -0.09 0.03 0.66 0.30
H -18.85712 -19.95591 13.59314 -0.30 1.02 -0.70 -0.08
C -21.47143 -18.60533 10.61567 0.46 0.60 0.47 -0.45
O -21.42432 -17.40020 11.38674 -0.49 -0.34 -1.59 -0.47
H -21.23575 -18.32433 9.58923 0.06 -0.25 -0.02 0.07
H -20.73607 -19.29996 11.02167 0.32 -0.22 -0.30 0.12
H -22.42011 -19.14196 10.62723 -0.37 0.30 0.06 0.32
H -21.44004 -17.64760 12.31419 0.03 0.01 0.97 0.38
C -15.67958 -21.11315 8.20980 -0.98 0.14 1.09 0.12
O -14.45673 -21.58644 8.67203 0.22 -1.16 -0.54 -0.61
H -15.64386 -20.05979 7.93185 0.07 0.00 -0.42 -0.29
H -16.16537 -21.72413 7.44901 0.52 -0.03 -0.41 0.32
H -16.36626 -21.16523 9.05471 -0.49 0.14 0.13 0.04
H -13.88413 -20.82103 8.76085 0.36 0.66 0.13 0.46
C -13.99707 -15.90720 10.54869 0.94 0.47 -1.06 -0.94
O -14.36717 -15.95122 9.15254 0.34 -0.10 0.67 0.12
H -13.96474 -16.91991 10.95051 -0.35 0.17 0.43 0.34
H -12.98062 -15.51357 10.54830 0.25 -0.26 -0.01 0.51
H -14.52067 -15.13975 11.11874 -0.71 -0.45 0.12 0.27
H -15.29370 -16.19763 9.10333 -0.52 0.16 -0.11 -0.23
C -15.93282 -12.80159 9.64607 0.78 1.77 -0.07 -0.58
O -16.01641 -12.57793 11.04370 -0.74 -1.10 1.01 -0.46
H -15.02764 -12.25536 9.38077 0.10 -0.42 -0.88 0.63
H -15.87675 -13.83679 9.30948 0.04 -0.10 0.57 -0.02
H -16.76603 -12.30475 9.14906 -0.20 -0.13 -0.09 0.25
H -15.41626 -11.89204 11.34528 0.01 -0.09 -0.44 0.34
C -20.61224 -12.43755 8.95226 -0.15 -0.23 0.27 0.18
O -20.69874 -12.63303 10.34120 -0.87 0.63 0.72 -0.64
H -21.16250 -11.56221 8.60717 0.18 0.33 0.45 0.34
H -19.54075 -12.32593 8.78629 -0.01 -0.04 -1.11 -0.02
H -21.11614 -13.27074 8.46238 0.58 -0.12 -0.47 -0.25
H -20.24345 -13.46449 10.49278 0.38 -0.40 0.31 0.36
C -18.34222 -19.69855 4.61317 -1.18 -0.38 -0.02 -0.81
O -17.14836 -19.08462 4.97701 1.08 0.24 -0.03 -0.26
H -18.87140 -20.03553 5.50453 0.01 -0.15 0.06 0.22
H -19.00862 -19.00386 4.10189 -0.02 0.07 -0.20 0.27
H -18.14608 -20.55396 3.96671 -0.27 -0.10 0.00 0.39
H -16.50510 -19.47605 4.38153 0.43 0.37 0.25 0.24
C -17.89045 -16.56224 15.65942 -0.19 0.76 0.18 0.31
O -17.07340 -17.66516 15.42217 0.71 -0.03 -0.10 -0.40
H -17.27718 -15.66837 15.54547 0.10 0.02 0.09 -0.37
H -18.71832 -16.43731 14.96148 -0.09 -0.34 -0.14 -0.23
H -18.30319 -16.54397 16.66809 -0.06 -0.15 0.23 0.40
H -17.57915 -18.45719 15.22592 -0.84 -0.19 -0.11 0.29
```
Positions in Å, forces in eV/Å.

**Net charge**: 0
**Lowest unoccupied orbital energy**: 0.0155 Eh
**Multiplicity**: 1
**Energy relative to the best compared isomer or geometry (same formula, charge and spin)**: 2.348 eV